Entry 1:
Computed, not measured: 2 unconnected molecules or ions with the total composition C5H12NS2 at a distorted geometry, with ωB97M-V/def2-TZVPD.

The largest force on an atom comes out at 0.1034 Eh/bohr. Its energy above the lowest of the compared OMol25 structures with the same formula, charge and spin is 4.8475 eV. For the HOMO energy (alpha / beta), the calculation gives -12.27 / -12.27 eV. The multiplicity is 1. The charge is +1. The HOMO-LUMO gap (alpha / beta) comes out at 7.45 / 7.45 eV. The LUMO energy (alpha / beta) comes out at -0.177 / -0.177 Ha.

Last column: Mulliken charge in e.
Positions of all 20 atoms, in Å:
S 3.33987 -0.57601 -0.06759  -0.147
S -0.50868 2.47773 0.46814  -0.216
N -0.55482 -0.52673 0.10327  -0.114
C 0.77905 -0.25491 -0.38269  0.145
C -0.64236 -1.71298 1.11702  -0.899
C -1.63527 -0.51691 -0.96761  -0.486
C 1.81360 -0.32049 0.51403  -0.764
C 0.70363 1.93432 -0.66590  -0.589
H 0.47851 1.89562 -1.75330  0.350
H 0.23736 3.06876 1.44773  0.242
H -0.92262 0.38090 0.53242  0.212
H -1.71469 -1.74029 1.27255  0.359
H 1.78597 -0.09771 1.50008  0.391
H -1.08033 -0.86007 -1.82317  0.299
H 1.69334 2.15061 -0.64820  0.539
H 0.79579 -0.69566 -1.43195  0.304
H -1.94330 0.60364 -1.02241  0.253
H 0.05659 -1.57097 1.89161  0.358
H -0.16970 -2.46836 0.53395  0.439
H -2.51192 -1.17052 -0.61798  0.324

---

Entry 2:
Computed, not measured: 2 unconnected molecules or ions with the total composition C5H12NSe at a distorted geometry, with ωB97M-V/def2-TZVPD.

The largest force on an atom comes out at 0.0530 Eh/bohr. Its energy above the lowest of the compared OMol25 structures with the same formula, charge and spin is 3.6511 eV. For the HOMO energy (alpha / beta), the calculation gives -12.06 / -12.38 eV. The multiplicity is 1. The charge is +1. The HOMO-LUMO gap (alpha / beta) comes out at 6.98 / 7.65 eV. The LUMO energy (alpha / beta) comes out at -0.186 / -0.174 Ha.

Last column: Mulliken charge in e.
Positions of all 19 atoms, in Å:
Se 0.12774 0.97793 -1.94353  0.395
N 0.10835 -1.36181 -0.44573  -0.139
C -1.34565 -1.42507 -0.08291  -0.642
C -0.14025 0.36546 0.97824  -0.804
C 0.57773 0.05467 -0.31943  -0.305
C -0.03155 2.63378 -1.51709  -0.469
C -1.51418 -0.33408 0.95808  -0.387
H -1.63557 -2.34018 0.43971  0.347
H 0.03103 2.97122 -0.47384  0.253
H 0.53068 -0.17004 1.74280  0.272
H 0.20049 -1.81552 -1.32490  0.353
H -1.67067 -0.67879 1.98690  0.283
H -2.05069 -1.10679 -0.87855  0.328
H -0.27478 3.42182 -2.31088  0.285
H -0.06645 1.36970 1.21168  0.578
H 0.62601 -1.90327 0.22945  0.350
H 3.14744 -0.99212 -1.28362  -0.224
H -2.32823 0.33062 0.74211  0.314
H 3.67060 -1.47652 -1.28183  0.215

---

Entry 3:
Computed, not measured: C5H12O in the gas phase, with ωB97M-V/def2-TZVPD.

Its structure (SMILES) is CCCCOC. The largest force on an atom comes out at 0.0100 Eh/bohr. Its energy above the lowest of the compared OMol25 structures with the same formula, charge and spin is 1.1514 eV. For the HOMO energy, the calculation gives -9.60 eV. The multiplicity is 1. The HOMO-LUMO gap comes out at 10.73 eV. The LUMO energy comes out at 0.042 Ha.

Last column: Mulliken charge in e.
Positions of all 18 atoms, in Å:
O 1.63946 0.30842 0.75239  -0.342
C 1.05249 1.32560 -0.04669  -0.576
C -1.90212 -0.86320 0.29431  -1.379
C -0.47396 1.26093 -0.04834  -0.522
C -0.96588 -0.07842 -0.63115  -0.159
C 1.81250 -1.01691 0.27695  -0.666
H -0.08764 -0.69511 -0.81939  0.118
H 1.37433 2.27329 0.40842  0.321
H -0.87003 2.11716 -0.61272  0.302
H 0.89966 -1.63146 0.24634  0.264
H 2.27204 -1.06069 -0.72645  0.309
H -1.94551 -1.91908 0.00080  0.351
H -1.42357 0.06447 -1.61471  0.365
H -0.82004 1.37868 0.98970  0.301
H 1.43949 1.31958 -1.08309  0.342
H 2.47093 -1.49176 1.00638  0.246
H -1.54645 -0.82357 1.33308  0.347
H -2.92569 -0.46793 0.27416  0.379

---

Entry 4:
Computed, not measured: 2 unconnected molecules or ions with the total composition C5H12O at a distorted geometry, with ωB97M-V/def2-TZVPD.

The largest force on an atom comes out at 0.0223 Eh/bohr. Its energy above the lowest of the compared OMol25 structures with the same formula, charge and spin is 3.2175 eV. For the HOMO energy, the calculation gives -8.77 eV. The multiplicity is 1. The HOMO-LUMO gap comes out at 9.47 eV. The LUMO energy comes out at 0.026 Ha.

Last column: Mulliken charge in e.
Positions of all 18 atoms, in Å:
O 2.56054 1.16276 0.60147  -0.316
C -1.23571 -1.12941 -1.04952  -1.552
C -0.88913 1.23879 -0.26822  -1.452
C 2.55695 0.22260 -0.31437  -0.340
C -0.38236 -0.19894 -0.19620  1.397
C -0.31353 -0.67935 1.25719  -1.375
H -1.90707 1.32148 0.13188  0.380
H 0.36467 -0.05093 1.84708  0.333
H -0.84704 -2.15227 -1.01875  0.375
H 2.49763 2.01055 0.13665  0.369
H -1.30661 -0.63483 1.73168  0.399
H 0.03683 -1.71669 1.31758  0.352
H -1.24435 -0.79818 -2.09415  0.376
H -0.90224 1.59764 -1.30431  0.367
H -2.27239 -1.15499 -0.69428  0.343
H -0.24834 1.90654 0.32031  0.307
H 0.63915 -0.16697 -0.69289  -0.102
H 2.63300 -0.70516 0.29032  0.141

---

Entry 5:
Computed, not measured: a molecular structure, C5H12O, with ωB97M-V/def2-TZVPD.

The largest force on an atom comes out at 0.0113 Eh/bohr. Its energy above the lowest of the compared OMol25 structures with the same formula, charge and spin is 4.4497 eV. For the HOMO energy (alpha / beta), the calculation gives -7.43 / -7.43 eV. The multiplicity is 1. The HOMO-LUMO gap (alpha / beta) comes out at 8.24 / 8.24 eV. The LUMO energy (alpha / beta) comes out at 0.030 / 0.030 Ha.

Last column: Mulliken charge in e.
Positions of all 18 atoms, in Å:
O 1.17563 -0.07107 0.76134  -0.303
C -0.91173 0.55040 1.67654  -1.411
C -0.12928 1.12357 -1.41317  -1.076
C 1.95598 -0.27888 -0.36559  -0.683
C -0.12198 -0.18942 0.63461  0.813
C -0.74285 -1.42865 0.04305  -1.190
H -0.12494 2.09171 -0.90315  0.263
H 1.93648 -1.30684 -0.74174  0.253
H -1.23271 -0.09621 2.50764  0.360
H -1.80630 -1.24960 -0.14624  0.348
H -0.67571 -2.27268 0.74805  0.388
H -1.14683 0.73948 -1.48055  0.258
H -1.82066 0.95854 1.21820  0.324
H 2.97332 0.06792 -0.15531  0.243
H 1.06006 0.42435 -1.11742  0.323
H 0.21071 1.29108 -2.45142  0.380
H -0.27761 -1.72904 -0.89728  0.358
H -0.32161 1.37534 2.08244  0.351

---

Entry 6:
Computed, not measured: C5H12O in the gas phase, with ωB97M-V/def2-TZVPD.

Its structure (SMILES) is CC(C)CCO. The largest force on an atom comes out at 0.0089 Eh/bohr. Its energy above the lowest of the compared OMol25 structures with the same formula, charge and spin is 0.3011 eV. For the HOMO energy, the calculation gives -10.26 eV. The multiplicity is 1. The HOMO-LUMO gap comes out at 11.28 eV. The LUMO energy comes out at 0.037 Ha.

Last column: Mulliken charge in e.
Positions of all 18 atoms, in Å:
O 2.51789 -0.72594 0.06826  -0.524
C -1.55072 -1.10817 0.69414  -1.570
C -1.25945 0.73001 -0.99978  -1.405
C 0.53328 0.36923 0.72594  -0.772
C -0.54377 -0.31132 -0.13464  0.694
C 1.84453 0.51876 -0.03394  -0.507
H 0.17770 1.34860 1.07378  0.367
H -1.04263 -1.80966 1.36512  0.399
H -2.21778 -1.68798 0.04510  0.385
H 1.63854 0.76173 -1.08972  0.303
H -2.17576 -0.44594 1.30707  0.326
H -1.90115 0.26490 -1.75612  0.381
H 0.75641 -0.22710 1.61948  0.356
H -1.89258 1.36937 -0.37009  0.345
H 3.22800 -0.74581 -0.58154  0.303
H 2.45597 1.33630 0.37793  0.345
H -0.01961 -1.02098 -0.79060  0.231
H -0.54888 1.38401 -1.52039  0.343

---

Entry 7:
Computed, not measured: 2 unconnected molecules or ions with the total composition C5H12O at a distorted geometry, with ωB97M-V/def2-TZVPD.

Its structure (SMILES) is C=CC.CCO. The largest force on an atom comes out at 0.0692 Eh/bohr. Its energy above the lowest of the compared OMol25 structures with the same formula, charge and spin is 2.0956 eV. For the HOMO energy, the calculation gives -9.60 eV. The multiplicity is 1. The HOMO-LUMO gap comes out at 10.63 eV. The LUMO energy comes out at 0.038 Ha.

Last column: Mulliken charge in e.
Positions of all 18 atoms, in Å:
O -1.75517 0.81802 -0.93230  -0.530
C 1.29244 1.88975 0.36132  -0.885
C 1.89472 0.65776 0.53896  0.053
C -2.41584 -0.28153 -0.05471  -0.203
C -1.58303 -1.44512 0.41550  -0.869
C 2.30654 -0.28776 -0.61696  -0.907
H -2.76652 0.28268 0.80842  0.237
H -3.31179 -0.64481 -0.63179  0.269
H 1.22330 2.31660 -0.65033  0.326
H 1.91607 -1.31844 -0.51431  0.252
H 3.38413 -0.35483 -0.85329  0.315
H 1.80075 0.11063 -1.52206  0.258
H 2.30916 0.31893 1.49605  0.304
H 0.69340 2.36180 1.11144  0.326
H -1.26839 -2.15988 -0.38734  0.244
H -0.69944 -1.04758 0.90083  0.233
H -2.14955 -2.01744 1.14988  0.344
H -0.87078 0.80120 -0.61930  0.232

---

Entry 8:
Computed, not measured: 2 unconnected molecules or ions with the total composition C5H12O at a distorted geometry, with ωB97M-V/def2-TZVPD.

The largest force on an atom comes out at 0.1274 Eh/bohr. Its energy above the lowest of the compared OMol25 structures with the same formula, charge and spin is 5.9194 eV. For the HOMO energy (alpha / beta), the calculation gives -10.07 / -7.11 eV. The multiplicity is 1. The HOMO-LUMO gap (alpha / beta) comes out at 10.92 / 7.41 eV. The LUMO energy (alpha / beta) comes out at 0.031 / 0.011 Ha.

Last column: Mulliken charge in e.
Positions of all 18 atoms, in Å:
O 0.21915 0.85055 0.85602  -0.378
C 0.23716 -0.09986 -0.24846  1.615
C 1.49069 -0.96547 -0.07615  -1.545
C -0.66516 1.68550 1.14211  -0.497
C 0.42658 0.87468 -1.39243  -1.575
C -0.95584 -1.01149 -0.39898  -1.569
H 2.40845 -0.37750 -0.00868  0.370
H -0.50935 2.35531 2.01231  0.246
H -1.61372 1.05165 1.33894  0.136
H -0.89655 -1.43427 -1.40913  0.383
H 0.61770 0.32345 -2.31158  0.413
H -0.42584 1.55733 -1.44458  0.410
H -0.98235 -1.85642 0.29661  0.378
H -1.73084 -0.80169 3.33009  0.019
H 1.24049 1.55118 -1.11470  0.422
H -1.89550 -0.46570 -0.30198  0.409
H 1.47886 -1.70410 0.73736  0.375
H 1.55607 -1.53315 -1.00676  0.388

---

Number 1: energy -1048.4334 Ha. Number 2: energy -2653.4675 Ha. Number 3: energy -272.9063 Ha. Number 4: energy -272.8304 Ha. Number 5: energy -272.7851 Ha. Number 6: energy -272.9376 Ha. Number 7: energy -272.8716 Ha. Number 8: energy -272.7311 Ha.